Formula: C60H140N20O20
Source: OMol25
Level of theory: ωB97M-V/def2-TZVPD

Summary:
- ΔE to the lowest compared entry with this formula, charge and spin (kcal per mole) = 318.8
- HOMO level (eV) = -8.537

Element x y z (Å)
C 1.71 -4.63 -5.27
O 1.48 -3.74 -4.49
N 2.73 -5.46 -5.06
C 3.61 -5.45 -3.96
C 2.98 -6.60 -5.95
H 1.15 -4.91 -6.19
H 4.50 -5.93 -4.29
H 3.20 -6.15 -3.19
H 3.57 -4.44 -3.52
H 4.02 -6.50 -6.31
H 2.92 -7.52 -5.45
H 2.35 -6.69 -6.79
C 3.15 5.77 0.47
O 2.23 6.55 0.30
N 4.39 5.82 -0.10
C 4.91 6.97 -0.86
C 5.41 4.76 0.12
H 3.17 4.89 1.20
H 5.84 7.30 -0.42
H 4.19 7.76 -0.91
H 5.20 6.64 -1.87
H 6.17 5.00 0.84
H 4.87 3.89 0.50
H 5.93 4.55 -0.84
C 3.23 1.80 2.19
O 3.37 2.45 1.16
N 3.82 2.14 3.32
C 3.68 1.33 4.52
C 4.52 3.42 3.39
H 2.56 0.94 2.20
H 3.15 0.38 4.34
H 3.15 1.83 5.33
H 4.68 1.05 4.83
H 4.85 3.46 4.44
H 5.34 3.36 2.74
H 3.87 4.30 3.17
C 3.07 -1.01 -2.69
O 2.45 -1.11 -1.64
N 4.24 -1.66 -2.92
C 5.15 -1.49 -4.02
C 4.73 -2.56 -1.92
H 2.67 -0.45 -3.60
H 4.71 -0.76 -4.70
H 5.33 -2.41 -4.66
H 6.00 -0.84 -3.64
H 4.03 -2.55 -1.08
H 4.94 -3.56 -2.27
H 5.67 -2.18 -1.52
C -4.49 -1.02 0.38
O -4.72 0.17 0.49
N -4.08 -1.60 -0.78
C -3.84 -3.02 -0.96
C -3.74 -0.72 -1.82
H -4.75 -1.74 1.18
H -2.77 -3.22 -1.19
H -4.63 -3.41 -1.68
H -3.96 -3.48 0.01
H -4.48 -0.73 -2.61
H -3.61 0.34 -1.58
H -2.83 -1.11 -2.25
C -4.27 1.39 4.59
O -4.10 2.04 3.59
N -4.80 0.09 4.73
C -5.22 -0.25 6.03
C -5.63 -0.29 3.52
H -3.93 1.70 5.60
H -5.41 -1.32 6.02
H -6.13 0.26 6.35
H -4.38 0.02 6.67
H -5.30 0.27 2.66
H -5.52 -1.40 3.40
H -6.63 0.01 3.83
C 0.95 -1.67 4.48
O 2.11 -2.12 4.58
N 0.22 -1.30 5.51
C -1.07 -0.60 5.30
C 0.78 -1.32 6.88
H 0.44 -1.61 3.50
H -0.98 0.42 5.60
H -1.84 -1.09 5.91
H -1.30 -0.67 4.29
H 1.75 -1.73 6.85
H 0.73 -0.28 7.24
H 0.11 -1.93 7.45
C -5.56 5.12 -0.93
O -5.68 5.56 -2.08
N -5.19 3.85 -0.62
C -5.28 3.53 0.80
C -5.20 2.80 -1.66
H -5.58 5.85 -0.10
H -4.48 2.75 1.08
H -6.30 3.15 0.93
H -5.11 4.45 1.40
H -5.76 1.89 -1.34
H -5.71 3.25 -2.53
H -4.20 2.51 -1.91
C 1.33 -5.13 -0.87
O 1.65 -6.12 -0.26
N 0.07 -4.78 -1.10
C -0.14 -3.47 -1.63
C -1.00 -5.33 -0.36
H 2.05 -4.47 -1.32
H -0.65 -3.55 -2.57
H 0.83 -3.06 -1.83
H -0.55 -2.79 -0.95
H -1.81 -5.46 -1.06
H -0.74 -6.38 -0.01
H -1.21 -4.64 0.48
C 5.07 1.23 -1.56
O 6.20 0.92 -1.87
N 4.32 2.09 -2.30
C 4.89 2.63 -3.54
C 2.89 2.34 -2.19
H 4.56 0.84 -0.63
H 4.43 2.22 -4.40
H 5.91 2.39 -3.51
H 4.69 3.67 -3.53
H 2.47 2.32 -3.24
H 2.31 1.61 -1.65
H 2.67 3.30 -1.75
C -6.18 -1.96 -4.49
O -5.80 -3.09 -4.09
N -5.58 -1.25 -5.42
C -6.07 0.10 -5.90
C -4.39 -1.72 -6.09
H -7.07 -1.48 -4.05
H -5.64 0.15 -6.89
H -5.65 0.84 -5.17
H -7.23 0.14 -5.93
H -3.67 -0.98 -6.13
H -4.01 -2.53 -5.45
H -4.54 -2.15 -7.11
C -0.34 2.57 3.91
O 0.65 2.02 4.33
N -0.37 3.86 3.41
C -1.57 4.65 3.33
C 0.84 4.63 3.24
H -1.31 2.05 3.81
H -1.55 5.49 4.11
H -2.48 4.09 3.31
H -1.51 5.26 2.41
H 1.16 5.18 4.16
H 1.70 3.92 3.13
H 0.74 5.29 2.29
C -2.32 0.70 -4.72
O -3.38 1.22 -4.49
N -1.47 0.99 -5.77
C -0.15 0.48 -5.83
C -1.81 2.05 -6.76
H -1.94 -0.18 -4.18
H 0.21 -0.03 -6.71
H 0.02 -0.22 -4.96
H 0.58 1.32 -5.67
H -1.40 1.72 -7.70
H -2.85 2.16 -6.98
H -1.34 2.97 -6.39
C 2.01 -5.06 6.24
O 1.12 -5.87 6.26
N 3.13 -5.00 6.97
C 4.19 -4.04 6.58
C 3.41 -5.98 8.04
H 1.85 -4.23 5.52
H 3.72 -3.20 6.10
H 4.95 -4.56 6.00
H 4.71 -3.76 7.51
H 2.96 -5.54 8.95
H 2.94 -6.93 7.77
H 4.45 -6.19 8.25
C 7.23 0.87 1.22
O 7.36 1.90 1.88
N 6.69 -0.28 1.60
C 6.69 -1.40 0.73
C 6.50 -0.36 3.09
H 7.60 0.97 0.17
H 7.41 -2.23 1.00
H 6.87 -0.96 -0.24
H 5.67 -1.87 0.72
H 5.45 -0.46 3.35
H 7.12 -1.16 3.50
H 6.91 0.56 3.50
C -3.66 -3.97 5.30
O -4.71 -3.47 4.97
N -2.74 -4.31 4.40
C -1.54 -4.96 4.78
C -3.01 -4.12 2.95
H -3.35 -4.27 6.33
H -1.47 -5.16 5.87
H -0.67 -4.37 4.67
H -1.36 -5.84 4.10
H -3.10 -3.10 2.64
H -2.28 -4.57 2.35
H -3.98 -4.59 2.67
C -6.37 3.92 -7.35
O -5.70 2.91 -7.44
N -6.31 4.83 -6.38
C -7.13 5.98 -6.26
C -5.39 4.54 -5.23
H -7.14 4.19 -8.10
H -7.89 5.88 -5.59
H -7.63 6.37 -7.20
H -6.52 6.87 -5.96
H -4.43 4.39 -5.65
H -5.43 5.33 -4.47
H -5.65 3.56 -4.79
C -1.34 3.71 -2.93
O -0.54 2.78 -2.90
N -1.33 4.75 -2.10
C -2.41 5.72 -2.04
C -0.16 5.06 -1.20
H -2.25 3.77 -3.54
H -2.21 6.60 -2.67
H -2.49 6.16 -1.06
H -3.34 5.34 -2.50
H 0.43 4.17 -1.22
H 0.54 5.89 -1.52
H -0.47 5.12 -0.13
C 3.91 -4.65 1.40
O 4.85 -4.08 0.83
N 2.82 -4.02 1.83
C 1.78 -4.79 2.52
C 2.52 -2.65 1.51
H 4.01 -5.69 1.65
H 2.11 -5.35 3.43
H 1.38 -5.47 1.82
H 0.93 -4.13 2.74
H 3.36 -2.16 1.01
H 1.62 -2.73 0.90
H 2.39 -2.10 2.45
C -1.51 -0.33 1.55
O -1.16 -1.48 1.79
N -1.08 0.47 0.53
C -1.65 1.79 0.24
C 0.18 0.13 -0.10
H -2.28 0.19 2.09
H -0.92 2.54 0.39
H -2.61 1.94 0.79
H -1.85 1.92 -0.84
H 0.10 -0.94 -0.17
H 0.10 0.65 -1.07
H 1.05 0.46 0.48